[1]
97
Properties=species:S:1:pos:R:3:mulliken_charge:R:1 method="wB97M-V/def2-TZVPD" homo_energy_ev=-10.8 charge=+1 energy_ha=-1963.111416
C 2.54506 -0.86109 2.21451 -1.03
N 1.37149 -0.74524 1.31817 0.27
C 0.07177 -0.61945 2.01550 -0.98
B 1.33251 -1.83820 0.35414 0.03
O 1.04897 -3.12821 0.78256 -0.49
N 1.53603 -1.46634 -1.09236 0.63
C 2.28193 -0.13706 -1.20556 -1.46
C 2.72349 0.17453 -2.65332 1.06
C 4.22028 0.49219 -2.66828 -0.01
C 5.14214 -0.15934 -3.48736 -0.54
C 6.50649 0.15751 -3.51456 -0.73
C 6.89654 1.16844 -2.61519 -0.46
C 5.89651 1.72734 -1.81566 -0.32
N 4.60245 1.44975 -1.81611 -0.44
C 2.27223 -0.85286 -3.69268 -0.84
N 2.24535 -2.27722 -3.23079 -0.34
C 2.26205 -2.37582 -1.81789 -0.27
N 3.00660 -3.32939 -1.26191 0.02
H 3.11466 0.07818 2.15862 0.32
H 2.27296 -0.99279 3.26230 0.35
H 3.23653 -1.64975 1.88827 0.35
H 0.15427 -0.52312 3.09541 0.34
H -0.63866 -1.41464 1.75409 0.21
H -0.38189 0.31436 1.66975 0.25
H 0.33601 -3.49533 0.24510 0.31
H 3.17262 -0.25138 -0.58338 0.51
H 1.70818 0.69789 -0.82195 0.65
H 2.24001 1.11219 -2.94243 0.57
H 4.79073 -0.95317 -4.13983 0.28
H 7.20636 -0.33308 -4.17604 0.52
H 7.92950 1.47631 -2.53134 0.40
H 6.21787 2.48632 -1.10443 0.39
H 1.23815 -0.59673 -3.95467 0.06
H 2.82544 -0.78852 -4.62843 0.58
H 1.31297 -2.61448 -3.48100 0.41
H 2.83185 -4.29782 -1.48259 0.25
H 3.82172 -3.10753 -0.68787 0.18
C -3.61212 -0.39579 3.79765 -0.87
C -2.78256 0.79039 4.20717 0.80
O -1.66207 0.95394 3.76688 -0.54
C -3.39941 1.76477 5.17641 -1.13
H -3.04891 -1.00811 3.10127 -0.01
H -3.86216 -0.99534 4.67574 0.47
H -4.52232 -0.05994 3.31212 0.34
H -3.63860 1.25689 6.11188 0.32
H -4.30619 2.19399 4.75271 0.32
H -2.69691 2.56835 5.38103 0.32
C 8.12948 -4.68797 -1.00491 -1.23
C 6.82703 -3.97291 -1.23801 0.85
O 6.14061 -3.59973 -0.30803 -0.54
C 6.41751 -3.74206 -2.67132 -0.55
H 8.30246 -4.78702 0.06428 0.33
H 8.09304 -5.68266 -1.45129 0.33
H 8.95039 -4.12006 -1.44489 0.33
H 6.31131 -4.69768 -3.18719 0.39
H 7.16849 -3.13545 -3.17857 0.28
H 5.46415 -3.21685 -2.70226 -0.16
C -1.01772 2.19635 -5.54074 -1.06
C -1.37481 0.73460 -5.47800 0.88
O -0.53859 -0.11165 -5.23224 -0.59
C -2.81168 0.36891 -5.72980 -1.03
H 0.04511 2.32073 -5.34046 0.25
H -1.23814 2.59169 -6.53296 0.38
H -1.58719 2.74943 -4.79229 0.26
H -3.10759 0.68790 -6.73031 0.37
H -3.45169 0.84856 -4.98664 0.26
H -2.92999 -0.70993 -5.65415 0.27
C -3.31046 3.98857 8.39433 -0.95
C -4.41966 4.59321 7.56849 0.86
O -4.71086 4.15404 6.47877 -0.51
C -5.15037 5.77090 8.16248 -1.16
H -2.86912 3.15358 7.85475 0.17
H -2.53731 4.73451 8.58380 0.32
H -3.70754 3.62543 9.34335 0.33
H -4.45342 6.59084 8.34233 0.32
H -5.62364 5.48155 9.10196 0.32
H -5.91855 6.10658 7.46934 0.31
C -4.42497 -2.11606 -0.81981 -0.78
C -5.24309 -1.70199 0.37625 0.71
O -4.72967 -1.15163 1.32553 -0.44
C -6.71905 -2.00039 0.33879 -1.22
H -3.38419 -1.84057 -0.65583 -0.03
H -4.48817 -3.19660 -0.95822 0.42
H -4.78898 -1.60622 -1.71328 0.31
H -6.88055 -3.07558 0.24866 0.36
H -7.18136 -1.48969 -0.50723 0.34
H -7.18266 -1.65028 1.25843 0.29
C -2.25503 1.35598 -0.78548 -0.52
C -3.35472 1.98429 -1.60313 0.52
O -3.64691 1.55421 -2.69814 -0.52
C -4.07041 3.16492 -1.00043 -1.27
H -1.83203 0.51939 -1.34142 0.13
H -1.46634 2.08569 -0.59354 0.51
H -2.65689 0.98570 0.16048 0.12
H -3.36324 3.97408 -0.81216 0.36
H -4.54798 2.87295 -0.06382 0.32
H -4.83344 3.51668 -1.69140 0.34

[2]
45
Properties=species:S:1:pos:R:3:nbo_charge:R:1 method="wB97M-V/def2-TZVPD" homo_energy_ev=-9.7 smiles="CCC(=O)N(C)CC.O.O.O.O.O.O.O.O" charge=0 energy_ha=-977.871408
C -0.93999 -0.29123 -1.67942 -0.60
C -0.13509 0.82137 -1.05383 -0.58
C -0.04359 0.65153 0.42573 0.73
O -1.05962 0.45107 1.10863 -0.75
N 1.12037 0.85304 1.15470 -0.43
C 1.48785 0.24352 2.42303 -0.41
C 2.41706 1.10546 0.40573 -0.23
C 2.40258 2.61995 -0.20192 -0.61
H -1.93696 -0.33956 -1.14869 0.21
H -0.47414 -1.27937 -1.54099 0.20
H -1.03760 -0.30405 -2.73550 0.24
H 0.76760 1.20421 -1.51647 0.22
H -0.73588 1.76756 -1.28482 0.29
H 2.15608 -0.59955 2.31244 0.20
H 0.60578 -0.26900 2.83197 0.22
H 2.02564 1.02178 2.97623 0.21
H 3.12069 1.34658 1.21409 0.22
H 2.53806 0.39649 -0.37604 0.22
H 1.96518 3.33485 0.47684 0.21
H 1.67958 2.60836 -0.98663 0.20
H 3.42432 2.85648 -0.42065 0.21
O 1.17421 -2.19747 -3.02273 -1.01
H 1.10967 -2.15114 -2.04920 0.50
H 1.39997 -3.07671 -3.33388 0.47
O -0.22083 -3.93367 1.00665 -0.98
H -1.13656 -4.21047 0.90153 0.47
H -0.40021 -3.15562 1.57872 0.50
O 1.38310 -2.47485 -0.44555 -0.96
H 0.52788 -2.50003 -0.00860 0.50
H 1.77118 -3.31090 -0.16853 0.50
O -1.22268 -2.40290 3.08514 -0.97
H -2.16168 -2.58869 3.08133 0.49
H -1.19058 -1.45127 2.93848 0.49
O 1.41019 0.50209 -4.42748 -0.95
H 1.51904 -0.46013 -4.44800 0.49
H 1.28592 0.68934 -3.49442 0.46
O -3.07934 2.41146 0.65110 -0.96
H -3.39146 2.67080 1.53681 0.48
H -2.65136 1.55540 0.81838 0.49
O -3.13103 -0.84739 2.59035 -0.98
H -2.86923 -0.49142 1.72546 0.50
H -3.38309 -0.12525 3.16524 0.48
O -1.83192 3.39693 -1.43764 -0.97
H -1.88531 3.00911 -0.54381 0.50
H -2.37379 2.94329 -2.08378 0.48

[3]
13
Properties=species:S:1:pos:R:3:nbo_charge:R:1 method="wB97M-V/def2-TZVPD" homo_energy_ev=-13.6 charge=+1 energy_ha=-3050.825559
C -1.54189 -0.37262 0.26733 0.36
C -1.10846 0.30797 -0.96496 -0.72
N -0.99182 -1.44315 0.66993 -0.57
P 2.19548 1.57873 0.54351 0.28
Br 1.95926 -0.53110 -0.23395 -0.28
H -1.97784 0.74982 -1.53337 0.28
H -2.24989 0.16204 0.84768 0.23
H -0.16112 0.83325 -0.69550 0.30
H -0.91136 -0.49691 -1.57596 0.24
H -0.37713 -1.80569 -0.02359 0.42
H 3.04232 1.05316 1.52595 0.01
H -1.20239 -2.01580 1.37010 0.43
H 3.32483 1.98029 -0.19715 0.02